Entry 1:
Entry from the OMol25 dataset: a gas-phase ion, C25H28N3O (charge +1) in a non-equilibrium geometry (the ωB97M-V functional and the def2-TZVPD basis).

Properties
Highest occupied orbital energy   -10.82 eV
Relative energy (zero: lowest compared OMol25 entry of this formula, charge and spin)   0.0000 eV
LUMO level   -2.44 eV
SMILES   COc1ccc(C2(NC(N(C)C)=[N+](C)C)c3ccccc3-c3ccccc32)cc1
Total charge   +1
Molar mass   386.52 g/mol
E   -32890.142 eV

Last column: Mulliken charge in e.
Cartesian coordinates (Å):
C  0.96831  3.65580  -5.75716  -0.811
O  0.63528  2.30065  -5.39299  -0.427
C  0.49999  1.91551  -4.09835  0.576
C  0.37235  0.52246  -3.88036  -1.341
C  0.28494  0.03179  -2.59046  -0.351
C  0.39540  0.88144  -1.47567  -0.082
C  0.31788  0.25462  -0.08428  3.148
C  0.52520  1.21071  1.08949  -1.308
C  1.52551  0.70967  1.95426  -0.201
C  1.81434  1.31106  3.18706  -0.122
C  1.11656  2.46763  3.52518  -0.793
C  0.20136  3.03829  2.61762  -1.141
C  -0.08817  2.41903  1.38589  0.431
C  2.07528  -0.52076  1.39498  0.473
C  1.47494  -0.76171  0.14662  -0.068
C  2.11260  -1.59983  -0.74066  -0.702
C  3.20045  -2.36233  -0.27685  -0.872
C  3.68334  -2.24519  1.03611  -0.816
C  3.13526  -1.27697  1.87297  -0.888
C  0.53548  2.25408  -1.69710  -0.486
C  0.54313  2.78919  -2.98358  -1.138
H  1.10095  3.58518  -6.83900  0.251
H  0.14639  4.34725  -5.52200  0.323
H  1.90567  3.99722  -5.29069  0.349
H  0.36020  -0.14240  -4.74741  0.438
H  0.13458  -1.04293  -2.47473  0.493
H  2.54839  0.83823  3.84362  0.422
H  1.29207  2.95706  4.48003  0.432
H  -0.27453  3.99034  2.84841  0.432
H  -0.76206  2.89524  0.65661  0.601
H  1.83568  -1.65077  -1.79443  0.332
H  3.67295  -3.06076  -0.96211  0.429
H  4.49357  -2.88685  1.37870  0.418
H  3.48255  -1.10401  2.88338  0.425
H  0.63855  2.92812  -0.85201  0.633
H  0.60667  3.86829  -3.12713  0.442
C  -1.57485  -2.64090  2.87920  -1.157
N  -1.31514  -1.42143  2.12044  0.326
C  -1.15868  -0.28563  3.02218  -1.291
C  -1.62075  -1.27717  0.81990  0.582
N  -1.00856  -0.34367  -0.00596  0.025
N  -2.59121  -1.99404  0.20636  0.024
C  -3.10762  -3.26911  0.67840  -1.092
C  -3.48750  -1.40125  -0.80912  -1.131
H  -2.65432  -2.76378  3.05366  0.355
H  -1.12301  -3.53901  2.44068  0.283
H  -1.11858  -2.48588  3.85851  0.521
H  -1.62867  0.61841  2.62448  0.365
H  -1.60919  -0.54240  3.99385  0.632
H  -0.10507  -0.10502  3.23081  0.360
H  -1.42323  -0.45882  -0.92329  0.413
H  -2.31732  -3.97412  0.93907  0.408
H  -3.81413  -3.13438  1.50207  0.371
H  -3.65354  -3.71703  -0.14703  0.321
H  -3.19606  -0.38759  -1.11342  0.410
H  -3.50606  -2.04125  -1.70458  0.383
H  -4.49760  -1.35026  -0.38016  0.392

Atoms 1-6, force components in eV/Å:
-0.16 -0.40 0.14
-0.06 0.08 0.34
0.39 0.26 0.48
-0.05 0.63 -0.22
-0.16 0.23 -0.22
-0.10 0.15 -0.17

=====

Entry 2:
Entry from the OMol25 dataset: a molecular structure, C4H5N3O in a non-equilibrium geometry (the ωB97M-V functional and the def2-TZVPD basis).

Properties
Highest occupied orbital energy   -9.57 eV
Relative energy (zero: lowest compared OMol25 entry of this formula, charge and spin)   5.6693 eV
LUMO level   -0.46 eV
Molar mass   111.10 g/mol
E   -10741.945 eV

Last column: Mulliken charge in e.
Cartesian coordinates (Å):
C  1.50849  -0.51639  0.04221  -0.568
C  0.18720  -0.18918  -0.29285  0.861
C  -0.79078  -1.15516  -0.30167  -0.340
C  -1.56517  1.32773  -0.21244  -0.009
H  2.01811  1.33192  0.64054  0.377
H  1.34227  -0.82469  1.32508  0.218
H  1.90587  -1.36229  -0.63403  0.319
H  -0.40286  -2.07773  -0.11962  0.466
H  -1.87624  2.30986  0.10073  0.347
N  -2.05965  -0.87373  -0.13145  -0.311
N  -2.54424  0.34275  0.09169  -0.349
N  -0.21297  1.16438  -0.30463  -0.476
O  2.48994  0.52253  -0.20356  -0.536

Atoms 1-6, force components in eV/Å:
4.27 -1.43 1.49
-4.14 4.46 -0.39
0.07 3.07 0.08
0.22 -1.77 2.68
2.50 -3.15 -4.29
1.14 0.49 -3.66

=====

Entry 3:
Entry from the OMol25 dataset: a single C4H9N3S molecule in a non-equilibrium geometry (the ωB97M-V functional and the def2-TZVPD basis).

Properties
Highest occupied orbital energy   -8.90 eV
Relative energy (zero: lowest compared OMol25 entry of this formula, charge and spin)   5.8292 eV
LUMO level   0.61 eV
SMILES   CS/C(=N\N)N1CC1
Molar mass   131.20 g/mol
E   -19593.807 eV

Last column: Mulliken charge in e.
Cartesian coordinates (Å):
C  1.66271  -0.82633  -0.76722  -0.677
C  -0.51659  -0.18092  0.34837  0.639
C  -0.32332  2.22597  0.82934  -0.427
C  0.82674  1.55049  1.41583  -0.334
H  1.60522  -2.03990  -0.76576  0.296
H  2.02491  -0.34806  0.17112  0.237
H  2.58201  -0.74389  -1.61389  0.292
H  -1.05965  -1.67026  -1.61629  0.245
H  -1.48022  -2.94081  -0.58209  0.233
H  0.02222  2.49872  -0.20084  0.262
H  -0.93310  2.80687  1.48473  0.291
H  1.11278  1.42697  2.58761  0.246
H  1.61472  1.54480  0.67593  0.326
N  -1.18739  -1.18882  0.46340  -0.519
N  -0.86442  -2.19592  -0.73287  -0.416
N  -0.49853  0.77413  1.36587  -0.399
S  0.15414  0.07029  -1.17333  -0.297

Atoms 1-6, force components in eV/Å:
3.54 -2.45 -2.05
0.04 2.22 0.04
0.30 -0.46 1.37
-0.01 -1.00 4.42
-0.50 3.15 0.59
0.04 -1.01 -0.70

=====

Entry 4:
Entry from the OMol25 dataset: 2 unconnected molecules or ions with the total composition CH6NO in a non-equilibrium geometry (the ωB97M-V functional and the def2-TZVPD basis).

Properties
Highest occupied orbital energy   -2.24 eV
Relative energy (zero: lowest compared OMol25 entry of this formula, charge and spin)   0.5247 eV
LUMO level   4.63 eV
Total charge   -1
Molar mass   48.07 g/mol
E   -4670.843 eV

Last column: Mulliken charge in e.
Cartesian coordinates (Å):
O  -2.30195  0.64760  0.21805  -1.131
H  -2.62290  0.67258  1.13717  0.126
C  0.84420  -0.88165  0.16278  -0.611
N  1.63321  0.20366  -0.50164  -0.678
H  -0.10879  -0.41346  0.42322  0.277
H  1.45386  -1.33247  0.92030  0.264
H  0.44517  -1.66025  -0.50445  0.228
H  1.03711  0.59977  -1.22431  0.280
H  1.62546  0.92304  0.21819  0.245

Atoms 1-6, force components in eV/Å:
0.08 -0.04 0.41
0.15 0.00 -0.43
-1.15 0.79 -1.38
0.03 -0.49 0.10
-0.15 -0.23 1.16
-0.01 -0.17 0.66

=====

Entry 5:
Entry from the OMol25 dataset: 4 unconnected molecules or ions with the total composition C18H43BO9P in a non-equilibrium geometry (the ωB97M-V functional and the def2-TZVPD basis).

Properties
Highest occupied orbital energy   -2.29 eV
LUMO level   2.31 eV
Total charge   -1
Molar mass   445.32 g/mol
E   -47749.976 eV

Last column: Mulliken charge in e.
Cartesian coordinates (Å):
C  -3.73564  3.17426  5.05525  -0.967
C  -3.22901  2.72838  3.52772  0.384
O  -4.31276  2.20550  2.68145  -0.341
B  -4.19778  2.64728  1.27868  0.523
O  -5.33241  3.49651  0.76822  -0.726
P  -2.75375  2.30783  0.07202  0.431
C  -2.82871  0.41583  0.27184  -0.633
C  -2.13178  -0.19432  1.61642  -0.369
C  -0.52959  0.08684  1.78560  -0.011
O  0.11999  0.77219  0.66119  -0.270
C  1.17015  1.70015  1.19417  -0.368
H  -4.87620  2.90496  5.24523  0.246
H  -3.01568  2.71944  5.88210  0.274
H  -3.64819  4.35073  5.09609  0.227
H  -2.74239  3.66535  2.97928  0.208
H  -2.36259  1.93035  3.69612  -0.247
H  -4.97628  4.43297  0.57371  0.303
H  -1.79386  2.48884  1.14999  -0.368
H  -1.65771  2.10543  -0.87783  -0.076
H  -3.69083  2.25186  -1.05721  -0.192
H  -2.63258  3.72891  -0.21058  -0.084
H  -2.43362  -0.07059  -0.74282  -0.124
H  -3.98120  0.11106  0.32069  0.351
H  -2.25018  -1.38095  1.54503  0.236
H  -2.77312  0.10516  2.57567  0.128
H  0.06092  -0.92134  1.98735  -0.084
H  -0.40563  0.72077  2.78779  0.186
H  1.61481  2.40893  0.36464  0.054
H  0.77153  2.39993  2.04961  0.290
H  2.04763  1.00825  1.60832  0.102
O  4.62208  3.51854  0.16871  -0.604
C  4.62261  2.58115  -0.62666  0.782
O  4.33963  1.32783  -0.20698  -0.255
C  4.08290  0.21697  -1.08382  -0.197
C  5.37162  -0.48488  -1.46182  -1.155
C  5.03486  2.78532  -2.05462  -1.050
H  3.50340  0.52694  -1.95949  0.421
H  3.44658  -0.47881  -0.52616  0.147
H  6.03840  0.17425  -2.02458  0.350
H  5.16545  -1.36941  -2.07231  0.356
H  5.91628  -0.79573  -0.56434  0.314
H  6.11197  2.62815  -2.14819  0.249
H  4.80057  3.81685  -2.33862  0.338
H  4.49657  2.14905  -2.75514  0.324
O  -3.29006  0.68697  -2.91685  -0.516
C  -3.28954  -0.25042  -3.71221  0.797
O  -3.57252  -1.50374  -3.29253  -0.378
C  -3.82925  -2.61460  -4.16937  -0.388
C  -2.54053  -3.31645  -4.54737  -0.996
C  -2.87729  -0.04625  -5.14017  -1.134
H  -4.40875  -2.30463  -5.04504  0.353
H  -4.46557  -3.31037  -3.61171  0.326
H  -1.87375  -2.65732  -5.11013  0.261
H  -2.74670  -4.20098  -5.15786  0.380
H  -1.99587  -3.62730  -3.64989  0.285
H  -1.80018  -0.20342  -5.23374  0.247
H  -3.11158  0.98528  -5.42417  0.320
H  -3.41558  -0.68252  -5.84069  0.342
O  5.31374  -1.98714  1.26117  -0.599
C  4.32870  -2.53970  1.74664  0.625
O  4.14177  -3.86880  1.58674  -0.354
C  3.16456  -4.64296  2.30403  -0.347
C  1.83187  -4.63686  1.58279  -0.710
C  3.26246  -1.74163  2.43724  -0.628
H  3.07870  -4.31054  3.34366  0.339
H  3.54684  -5.66887  2.34117  0.295
H  1.41064  -3.62941  1.52473  0.046
H  1.11200  -5.28248  2.09517  0.360
H  1.95147  -4.99040  0.55349  0.278
H  2.50707  -1.43711  1.70904  -0.050
H  3.72368  -0.84559  2.86618  0.403
H  2.79719  -2.26953  3.26800  0.342

Atoms 1-6, force components in eV/Å:
-0.10 0.65 -0.64
0.87 0.18 0.41
1.11 1.44 -0.25
-2.47 1.34 1.10
2.11 0.83 1.30
0.76 -0.42 -1.52

=====

Entry 6:
Entry from the OMol25 dataset: a molecular structure, C27H25BrF5N4O3PPrS2 in a non-equilibrium geometry (the ωB97M-V functional and the def2-TZVPD basis).

Properties
Highest occupied orbital energy (spin up / spin down)   -6.41 / -7.69 eV
Relative energy (zero: lowest compared OMol25 entry of this formula, charge and spin)   0.0000 eV
LUMO level (spin up / spin down)   -0.73 / -0.77 eV
Molar mass   864.43 g/mol
Multiplicity   4
E   -169168.544 eV

Last column: Mulliken charge in e.
Cartesian coordinates (Å):
Pr  0.07251  0.27301  0.09365  -0.031
C  -2.42789  -1.23739  5.33910  -1.350
C  -1.87332  -0.12648  4.46449  0.830
C  -2.35734  1.18441  4.59286  -0.534
C  -1.92240  2.13956  3.68072  -0.770
C  -0.95447  1.77325  2.72156  0.539
Br  -0.60180  3.06232  1.29380  -0.175
N  -0.56201  0.51557  2.56802  0.080
C  -0.97698  -0.43218  3.48800  -0.662
H  -3.29721  -0.89074  5.94563  0.352
H  -1.63260  -1.62417  5.98112  0.332
H  -2.75931  -2.05207  4.68566  0.332
H  -3.07349  1.44160  5.36767  0.379
H  -2.34010  3.09604  3.65869  0.540
H  -0.60254  -1.42036  3.32308  0.521
C  4.27858  3.30214  2.89937  -0.981
C  3.39949  3.78394  1.75636  0.021
O  3.98714  3.13361  0.52608  -0.440
P  3.22767  1.85456  -0.12399  1.164
S  1.77332  2.26353  -1.41498  -0.430
S  2.65110  0.58055  1.37280  -0.526
O  4.41320  1.11812  -0.90948  -0.246
C  5.45801  1.89729  -1.65926  -0.206
C  5.63031  1.12849  -2.95820  -1.169
H  3.95159  3.63892  3.88581  0.373
H  5.30447  3.65937  2.80391  0.316
H  4.34390  2.21791  2.95002  0.233
H  3.52045  4.83151  1.51202  0.300
H  2.36021  3.51055  1.82876  -0.018
H  6.35592  1.95606  -0.99474  0.283
H  5.16427  2.95198  -1.83218  0.323
H  5.79145  0.07152  -2.77419  0.275
H  6.43752  1.52954  -3.55693  0.403
H  4.72856  1.12587  -3.55079  0.268
C  -5.56635  -2.07726  0.29500  -0.618
C  -4.75083  -3.21792  0.26985  -0.485
C  -3.36974  -3.15636  0.30415  -0.658
C  -2.74474  -1.85815  0.19482  0.377
C  -3.56263  -0.70568  0.25864  -0.305
C  -4.92034  -0.80373  0.30934  -0.789
N  -1.40374  -1.78343  0.07596  1.028
N  -0.74089  -2.92583  0.04967  -0.848
C  0.54572  -2.87766  -0.42894  0.321
C  1.28567  -4.09478  -0.51530  -0.664
C  2.51534  -4.13427  -1.21291  -0.226
C  2.98850  -2.98003  -1.82568  -0.901
C  2.27652  -1.78231  -1.64963  -0.259
N  1.17696  -1.74112  -0.86298  0.229
H  -6.64909  -2.18490  0.24351  0.383
H  -5.18838  -4.19848  0.18710  0.380
H  -2.69269  -4.03462  0.43943  0.330
H  -3.08036  0.20665  0.11973  0.621
H  -5.53121  0.08419  0.37510  0.434
H  0.89544  -4.99701  -0.04730  0.451
H  3.00472  -5.09580  -1.32199  0.397
H  3.98573  -2.95634  -2.34332  0.290
H  2.64539  -0.83321  -2.00320  0.581
F  -3.02829  0.54179  -6.68038  -0.293
C  -2.74266  0.57866  -5.36636  0.256
C  -3.66497  0.92705  -4.37908  0.494
F  -4.96379  0.99074  -4.70020  -0.302
C  -3.31394  1.14463  -3.06449  -0.288
F  -4.33711  1.37921  -2.22465  -0.326
C  -1.98484  0.90183  -2.61851  0.483
O  -1.58851  1.00503  -1.34792  -0.119
C  -1.09702  0.49102  -3.63054  -0.054
F  0.19200  0.22229  -3.21769  -0.071
C  -1.46424  0.20183  -4.92348  0.108
F  -0.59385  -0.49386  -5.72219  -0.283

Atoms 1-6, force components in eV/Å:
-0.24 -0.02 -1.83
-0.17 0.29 -0.06
-1.08 -0.27 1.31
0.74 0.14 -0.92
0.95 -1.37 0.11
-1.71 -0.61 0.12